Entry 1:
Below is a cluster of 15 separate species, C24H36BCl42NOS2 in total at a distorted geometry, with properties calculated with the ωB97M-V functional and the def2-TZVPD basis.

Summary:
Net charge: 0
HOMO level: -8.836 eV
Kohn-Sham gap: 0.330 hartree
Relative energy (zero: lowest compared OMol25 entry of this formula, charge and spin): 0.4147 eV

Last column: Löwdin charge in e.
CARTESIAN COORDINATES (ANGSTROEM)
C  -2.18  -0.44  0.91  0.00
C  -1.96  -1.91  0.76  -0.45
O  -2.66  -2.73  1.32  0.07
N  -0.92  -2.29  -0.15  -0.13
C  -1.37  -3.31  -1.08  -0.06
C  0.29  -2.71  0.57  -0.19
C  1.00  -1.59  1.33  -0.16
C  1.52  -0.42  0.48  -0.23
C  2.26  -0.85  -0.79  -0.18
B  1.47  -0.86  -2.15  -0.63
S  0.03  0.30  -2.48  0.77
C  1.97  -1.86  -3.26  -0.18
C  1.88  -1.41  -4.73  -0.29
C  2.38  0.02  -4.98  -0.58
S  3.22  0.19  -6.58  0.66
H  -1.23  0.07  1.02  0.07
H  -2.65  -0.07  -0.01  0.09
H  -2.83  -0.22  1.75  0.04
H  -2.12  -2.92  -1.76  0.09
H  -0.52  -3.63  -1.69  0.08
H  -1.76  -4.21  -0.59  0.09
H  0.02  -3.54  1.24  0.09
H  0.99  -3.13  -0.15  0.11
H  1.86  -2.05  1.82  0.11
H  0.34  -1.22  2.12  0.09
H  2.22  0.11  1.11  0.07
H  0.73  0.30  0.27  0.06
H  3.17  -0.26  -0.94  0.09
H  2.61  -1.87  -0.65  0.07
H  -1.00  -0.53  -2.24  -0.16
H  2.98  -2.20  -3.01  0.06
H  1.31  -2.73  -3.13  0.11
H  2.51  -2.08  -5.32  0.08
H  0.86  -1.55  -5.09  0.11
H  3.07  0.35  -4.21  0.05
H  1.53  0.69  -4.97  0.04
H  2.39  -0.56  -7.32  -0.19
C  -2.15  1.81  4.56  -1.55
Cl  -3.87  1.62  4.20  0.52
Cl  -1.36  0.23  4.57  0.54
Cl  -1.36  2.88  3.40  0.50
H  -2.06  2.25  5.54  -0.08
C  1.76  4.50  1.51  -1.53
Cl  0.05  4.39  1.11  0.47
Cl  2.48  2.89  1.56  0.55
Cl  2.61  5.54  0.36  0.54
H  1.85  4.94  2.49  0.02
C  6.22  -1.64  -2.77  -1.53
Cl  5.90  0.08  -2.99  0.52
Cl  5.39  -2.24  -1.33  0.58
Cl  5.74  -2.55  -4.20  0.55
H  7.29  -1.76  -2.63  0.00
C  8.88  1.22  -5.44  -1.54
Cl  8.27  2.23  -4.12  0.51
Cl  10.41  1.84  -6.05  0.53
Cl  9.04  -0.46  -4.94  0.52
H  8.16  1.26  -6.25  0.01
C  -2.58  3.77  8.36  -1.55
Cl  -3.80  2.80  7.52  0.56
Cl  -1.74  2.81  9.58  0.54
Cl  -1.43  4.44  7.20  0.54
H  -3.07  4.59  8.86  -0.09
C  -3.43  6.59  0.66  -1.52
Cl  -3.34  4.83  0.71  0.52
Cl  -4.86  7.15  1.54  0.55
Cl  -1.97  7.32  1.30  0.52
H  -3.54  6.89  -0.37  0.01
C  -3.05  -4.40  4.02  -1.53
Cl  -4.45  -3.54  4.66  0.55
Cl  -1.58  -3.91  4.87  0.55
Cl  -3.28  -6.14  4.14  0.54
H  -2.95  -4.13  2.98  -0.02
C  -3.46  8.64  4.67  -1.56
Cl  -4.23  9.63  5.92  0.52
Cl  -1.89  9.31  4.22  0.52
Cl  -3.29  6.97  5.20  0.50
H  -4.09  8.65  3.79  -0.04
C  2.93  -2.87  -10.27  -1.56
Cl  2.73  -4.61  -10.50  0.53
Cl  1.51  -2.18  -9.48  0.52
Cl  4.39  -2.52  -9.35  0.52
H  3.02  -2.41  -11.24  0.01
C  0.69  -6.51  3.52  -1.56
Cl  1.72  -5.52  2.48  0.54
Cl  -0.17  -7.70  2.54  0.50
Cl  1.61  -7.28  4.81  0.54
H  -0.04  -5.85  3.97  -0.07
C  -3.53  -8.59  0.76  -1.56
Cl  -4.82  -9.16  1.82  0.52
Cl  -2.13  -9.66  0.86  0.50
Cl  -4.10  -8.45  -0.90  0.53
H  -3.22  -7.61  1.10  -0.01
C  -3.49  7.48  10.40  -1.52
Cl  -2.79  6.03  11.12  0.55
Cl  -2.35  8.82  10.44  0.54
Cl  -4.03  7.17  8.75  0.53
H  -4.36  7.76  10.99  0.01
C  -5.98  -1.85  0.63  -1.55
Cl  -5.71  -0.22  1.25  0.54
Cl  -7.33  -2.63  1.46  0.53
Cl  -6.24  -1.82  -1.11  0.52
H  -5.08  -2.43  0.83  -0.02
C  2.83  2.55  -10.04  -1.55
Cl  1.17  2.77  -10.59  0.53
Cl  3.34  0.87  -10.20  0.50
Cl  3.92  3.63  -10.91  0.53
H  2.87  2.80  -8.99  0.00

---

Entry 2:
Below is a structure of composition C24H36BMnN7O7PS2, with properties calculated with the ωB97M-V functional and the def2-TZVPD basis.

Summary:
Net charge: 0
Multiplicity: 5
HOMO level (spin up / spin down): -8.778 / -8.777 eV
⟨S²⟩: 6.044
Kohn-Sham gap (spin up / spin down): 0.270 / 0.317 hartree

Last column: Löwdin charge in e.
CARTESIAN COORDINATES (ANGSTROEM)
Mn  0.11  0.04  -0.71  1.00
O  2.07  0.87  -1.87  -0.30
S  2.84  -0.01  -1.00  0.54
O  4.01  0.52  -0.38  -0.26
O  1.84  -0.56  0.00  -0.40
C  3.35  -1.46  -1.90  -0.21
C  4.69  -1.50  -2.26  -0.05
C  5.21  -2.58  -2.96  -0.06
C  4.38  -3.64  -3.28  -0.06
C  3.04  -3.62  -2.92  -0.05
C  2.52  -2.53  -2.23  -0.21
S  0.77  -2.65  -1.84  0.54
O  0.27  -1.25  -2.14  -0.41
O  0.22  -3.57  -2.81  -0.28
O  0.60  -2.99  -0.46  -0.28
H  5.32  -0.67  -1.98  0.12
H  6.25  -2.59  -3.24  0.11
H  4.78  -4.50  -3.81  0.11
H  2.38  -4.43  -3.18  0.11
B  -1.61  3.12  -0.20  -0.39
N  -0.35  2.68  0.61  -0.05
C  0.19  3.42  1.57  -0.06
C  0.99  2.62  2.37  -0.03
C  0.90  1.36  1.81  -0.11
N  0.06  1.40  0.76  -0.03
N  -1.63  2.40  -1.58  -0.05
C  -2.35  2.81  -2.63  -0.07
C  -2.28  1.86  -3.63  -0.04
C  -1.48  0.86  -3.09  -0.12
N  -1.10  1.20  -1.85  -0.02
H  -2.60  2.82  0.42  0.06
H  -1.52  4.30  -0.38  0.08
H  -0.05  4.47  1.63  0.13
H  1.58  2.92  3.22  0.10
H  1.40  0.45  2.08  0.12
H  -2.85  3.76  -2.59  0.13
H  -2.72  1.89  -4.60  0.10
H  -1.12  -0.06  -3.52  0.10
O  -1.62  -0.93  -0.06  -0.31
P  -2.75  -1.91  0.11  0.58
N  -2.30  -3.23  0.99  -0.18
C  -1.95  -4.58  0.50  -0.18
C  -1.10  -5.18  1.63  -0.16
C  -1.40  -4.31  2.85  -0.17
C  -1.54  -2.94  2.21  -0.20
N  -3.50  -2.44  -1.24  -0.17
C  -4.58  -1.66  -1.86  -0.17
C  -4.35  -1.72  -3.38  -0.15
C  -3.13  -2.64  -3.57  -0.15
C  -2.97  -3.37  -2.25  -0.19
N  -3.90  -1.13  0.97  -0.20
C  -5.04  -1.80  1.59  -0.19
C  -5.32  -0.95  2.83  -0.17
C  -4.99  0.46  2.34  -0.16
C  -3.75  0.25  1.47  -0.19
H  -1.37  -4.55  -0.41  0.08
H  -2.87  -5.15  0.33  0.12
H  -0.05  -5.09  1.36  0.11
H  -1.32  -6.24  1.79  0.11
H  -0.61  -4.35  3.60  0.11
H  -2.34  -4.60  3.31  0.11
H  -0.56  -2.51  1.97  0.11
H  -2.09  -2.22  2.84  0.11
H  -4.56  -0.63  -1.48  0.11
H  -5.55  -2.09  -1.59  0.11
H  -4.16  -0.73  -3.78  0.09
H  -5.23  -2.12  -3.88  0.10
H  -2.22  -2.05  -3.76  0.09
H  -3.25  -3.33  -4.40  0.11
H  -1.94  -3.63  -2.06  0.07
H  -3.57  -4.30  -2.24  0.12
H  -4.79  -2.84  1.83  0.11
H  -5.91  -1.81  0.92  0.11
H  -4.65  -1.24  3.64  0.11
H  -6.35  -1.05  3.18  0.11
H  -4.80  1.16  3.15  0.11
H  -5.81  0.84  1.73  0.11
H  -2.82  0.35  2.05  0.11
H  -3.69  0.96  0.64  0.09

---

Entry 3:
Below is a structure of composition C24H36CaN2O24 at a distorted geometry, with properties calculated with the ωB97M-V functional and the def2-TZVPD basis.

Summary:
Net charge: 0
HOMO level: -10.023 eV
Kohn-Sham gap: 0.301 hartree
Relative energy (zero: lowest compared OMol25 entry of this formula, charge and spin): 3.3838 eV

Last column: Löwdin charge in e.
CARTESIAN COORDINATES (ANGSTROEM)
Ca  0.92  3.23  -1.31  1.63
N  1.35  4.88  0.94  -0.64
O  0.91  3.78  1.05  -0.10
O  1.49  5.65  1.85  0.10
O  1.76  5.17  -0.24  -0.19
N  0.92  0.62  0.09  -0.59
O  0.93  -0.34  0.86  0.05
O  1.88  1.32  -0.10  -0.11
O  -0.07  1.02  -0.50  -0.10
C  3.46  2.77  3.44  0.01
C  3.72  1.45  2.64  -0.32
C  4.76  1.63  1.59  -0.09
O  5.55  0.45  1.69  0.12
C  5.34  -0.11  2.77  -0.63
O  5.91  -1.14  3.02  0.16
O  4.38  0.56  3.48  0.10
H  2.93  3.57  2.91  0.06
H  4.37  3.36  3.58  0.08
H  3.01  2.58  4.41  0.08
H  2.89  0.91  2.17  0.12
H  5.36  2.54  1.57  0.14
H  4.29  1.56  0.61  0.11
C  -1.53  -2.51  -0.24  0.01
C  -2.32  -2.00  -1.46  -0.31
C  -1.51  -0.99  -2.30  -0.10
O  -1.68  -1.46  -3.59  0.10
C  -2.29  -2.58  -3.65  -0.54
O  -2.55  -3.16  -4.73  0.10
O  -2.51  -3.03  -2.38  0.10
H  -0.66  -3.07  -0.58  0.10
H  -2.13  -3.17  0.39  0.09
H  -1.35  -1.61  0.36  0.05
H  -3.28  -1.60  -1.15  0.13
H  -0.48  -1.09  -1.97  0.13
H  -1.86  0.02  -2.06  0.11
C  -3.03  0.44  -6.43  0.00
C  -2.49  1.77  -5.95  -0.27
C  -3.49  2.72  -5.18  -0.07
O  -2.78  3.12  -4.05  0.10
C  -1.73  2.33  -3.89  -0.53
O  -1.00  2.36  -2.88  0.01
O  -1.57  1.54  -4.92  0.11
H  -3.45  -0.23  -5.67  0.09
H  -2.28  -0.21  -6.87  0.10
H  -3.77  0.74  -7.17  0.09
H  -1.96  2.35  -6.70  0.16
H  -4.45  2.23  -4.99  0.14
H  -3.84  3.60  -5.71  0.14
C  0.28  0.98  4.23  0.00
C  -0.26  -0.43  4.60  -0.28
C  -1.01  -1.23  3.53  -0.12
O  -0.41  -2.45  3.64  0.10
C  0.61  -2.51  4.47  -0.54
O  1.26  -3.53  4.78  0.12
O  0.77  -1.31  4.96  0.11
H  -0.37  1.59  3.59  0.08
H  1.22  0.87  3.70  0.06
H  0.46  1.54  5.15  0.08
H  -0.82  -0.23  5.52  0.15
H  -0.94  -0.81  2.52  0.11
H  -2.06  -1.25  3.84  0.13
C  -3.39  0.83  0.58  0.00
C  -4.12  -0.06  1.63  -0.31
C  -5.59  0.28  1.68  -0.11
O  -6.19  -0.92  1.30  0.07
C  -5.26  -1.89  1.15  -0.51
O  -5.56  -3.05  0.85  0.13
O  -4.02  -1.38  1.20  0.07
H  -3.33  1.89  0.80  0.09
H  -3.87  0.72  -0.40  0.09
H  -2.37  0.49  0.43  0.05
H  -3.65  0.00  2.61  0.14
H  -5.96  1.02  0.98  0.14
H  -5.95  0.45  2.70  0.14
C  4.31  -1.87  -2.51  -0.03
C  4.54  -1.99  -1.02  -0.29
C  3.28  -2.19  -0.12  -0.06
O  3.64  -3.37  0.63  0.08
C  4.81  -3.90  0.18  -0.53
O  5.19  -5.04  0.51  0.11
O  5.32  -3.16  -0.77  0.11
H  3.90  -0.91  -2.82  0.08
H  3.53  -2.57  -2.82  0.09
H  5.26  -1.93  -3.04  0.09
H  5.11  -1.10  -0.76  0.14
H  2.41  -2.26  -0.77  0.12
H  3.09  -1.32  0.52  0.10